Molecular formula: C7H17NO3S
Method: DFT, ωB97M-V/def2-TZVPD

Calculated values
Largest force on an atom (Eh/bohr): 0.094
Energy above the lowest of the compared OMol25 structures with the same formula, charge and spin (kJ/mol): 293.0
HOMO-LUMO gap (eV): 9.62
E_HOMO (eV): -9.554
Lowest unoccupied orbital energy (eV): 0.06

Positions of all 29 atoms, in Å:
C: 0.88 2.50 -0.98
C: 0.55 1.89 1.42
C: -0.56 -2.52 -0.64
C: -2.10 -0.70 -0.91
C: -0.96 -1.14 1.39
C: 0.12 1.52 -0.15
C: 0.49 0.12 -0.45
N: -0.92 -1.20 -0.09
O: 1.89 -0.89 1.58
O: 3.04 0.47 -0.11
O: 2.20 -1.72 -0.71
S: 2.09 -0.58 0.16
H: 0.68 3.56 -0.66
H: 0.52 2.33 -2.01
H: 1.91 2.09 -0.87
H: 0.80 0.94 1.91
H: 1.43 2.48 1.32
H: -0.17 2.45 2.06
H: 0.55 -2.40 -0.84
H: -0.87 -3.31 0.09
H: -1.07 -2.84 -1.53
H: -2.14 0.45 -0.81
H: -1.98 -0.67 -1.94
H: -3.01 -1.15 -0.63
H: -1.52 -2.06 1.84
H: 0.00 -1.12 1.74
H: -1.39 -0.23 1.70
H: -0.91 1.75 -0.32
H: 0.46 -0.06 -1.55

Atom charges from the Mulliken analysis, given in e for atoms 1 to 6: number 1, C, carries -1.70; number 2, C, carries -1.38; number 3, C, carries -0.91; number 4, C, carries -1.04; number 5, C, carries -1.04; number 6, C, carries 0.64


Molecular formula: C7H17BrN
Method: DFT, ωB97M-V/def2-TZVPD

Calculated values
Largest force on an atom (Eh/bohr): 0.083
Charge: +1
Energy above the lowest of the compared OMol25 structures with the same formula, charge and spin (kJ/mol): 219.3
HOMO-LUMO gap (eV): 8.69
E_HOMO (eV): -14.158
Lowest unoccupied orbital energy (eV): -5.47

Positions of all 26 atoms, in Å:
C: -1.01 -2.02 -1.07
C: 0.66 -1.65 1.03
C: 0.09 2.47 -0.11
C: 2.04 0.92 -0.48
C: -2.01 0.12 0.99
C: 0.23 -1.29 -0.35
C: 0.77 1.13 0.20
N: -0.16 0.12 -0.30
Br: -3.41 0.82 0.01
H: -0.91 -1.83 -2.10
H: -0.98 -3.03 -0.75
H: -1.81 -1.39 -0.74
H: 0.68 -2.82 1.15
H: -0.05 -1.45 1.86
H: 1.75 -1.42 1.18
H: -1.02 2.35 -0.16
H: 0.28 3.35 0.54
H: 0.45 2.88 -1.03
H: 2.68 0.10 0.07
H: 2.49 1.90 -0.54
H: 1.79 0.58 -1.43
H: -2.24 -0.83 1.43
H: -1.48 0.83 1.60
H: 1.05 -1.32 -1.13
H: 0.81 1.15 1.30
H: -0.68 0.35 -1.17

Atom charges from the Mulliken analysis, given in e for atoms 1 to 6: number 1, C, carries -1.16; number 2, C, carries -1.23; number 3, C, carries -1.21; number 4, C, carries -1.58; number 5, C, carries -0.65; number 6, C, carries 0.30